#a
Molecular formula: C4H13NOS
Method: DFT, the ωB97M-V functional and the def2-TZVPD basis

E_LUMO (eV): 0.8242
Total charge: 0
SMILES: CSCCCN.O

Geometry (Å):
H: -1.39 -0.39 0.25
H: -0.55 -3.12 2.01
H: 0.47 0.12 -3.36
N: 0.68 2.21 -1.25
H: -2.08 -2.03 1.40
H: 1.28 2.20 0.82
H: -1.87 -2.84 3.10
C: 1.34 1.51 -0.12
H: -0.05 -1.28 -3.18
C: 0.75 0.09 0.21
H: 0.86 -0.46 -0.76
C: -1.33 -2.43 2.15
H: -0.29 2.21 -1.01
H: -0.96 1.13 0.90
H: 2.41 1.18 -0.43
S: -0.77 -0.67 2.52
H: 1.00 3.30 -1.46
C: -0.60 0.09 0.87
O: -0.32 -0.46 -3.63
H: 1.45 -0.35 0.98

---

#b
Molecular formula: C4H13NOS
Method: DFT, the ωB97M-V functional and the def2-TZVPD basis

E_LUMO (eV): 0.6257
Total charge: 0
SMILES: CSCCCN.O

Geometry (Å):
H: -0.89 0.01 1.83
H: 0.09 -1.80 -0.98
H: 1.03 1.07 -0.55
C: 1.53 -0.53 0.84
N: 0.38 -0.90 -2.76
H: 2.27 -0.08 -1.07
C: -0.30 0.38 2.66
C: 1.29 0.01 -0.60
H: -0.73 -0.27 -1.08
C: 0.21 -0.77 -1.32
H: 2.49 -1.05 0.94
O: -2.80 1.63 0.01
H: -0.75 1.34 2.92
H: 0.62 -0.08 -3.29
H: -0.43 -0.35 3.44
H: -2.40 2.28 -0.58
H: -0.32 -1.51 -3.16
S: 1.40 0.72 2.14
H: -3.56 1.26 -0.44
H: 0.86 -1.35 1.05

---

#c
Molecular formula: C4H13NOS
Method: DFT, the ωB97M-V functional and the def2-TZVPD basis

E_LUMO (eV): 0.5537
Total charge: 0
SMILES: CNCCCS.O

Geometry (Å):
H: 2.14 1.22 1.78
C: 0.28 -0.21 -0.61
H: 2.41 1.04 0.03
O: -0.54 2.76 -0.87
H: 0.04 0.94 1.14
H: 1.07 -1.18 -0.89
C: -1.68 -1.64 0.42
H: 0.48 0.51 -1.49
H: -2.54 -2.16 0.08
H: 0.64 -2.25 0.81
H: -1.89 0.19 -0.68
H: -1.46 -1.20 -1.70
C: 1.96 0.48 0.94
H: -0.75 3.75 -0.86
H: 2.66 -0.38 0.87
H: -2.06 -0.89 1.13
H: 0.38 2.55 -1.04
S: -0.48 -2.95 0.94
C: -1.20 -0.70 -0.77
N: 0.55 0.14 0.78

---

#d
Molecular formula: C4H13NOS
Method: DFT, the ωB97M-V functional and the def2-TZVPD basis

E_LUMO (eV): 0.6308
Total charge: 0
SMILES: CSCCCN.O

Geometry (Å):
C: -0.05 0.23 -0.16
C: -0.77 -1.23 -2.09
H: 0.13 -2.00 -0.24
H: 0.79 -1.19 3.05
H: 1.51 5.69 1.94
H: -2.01 -2.68 -1.98
C: -0.53 -1.18 -0.59
N: -1.15 -2.55 -2.53
H: 0.04 5.20 1.78
H: -0.72 0.99 -0.62
H: -0.50 -3.29 -2.22
H: -1.39 -0.40 -2.48
C: 1.12 -0.63 2.16
O: 0.60 6.01 1.77
S: -0.20 0.46 1.59
H: 1.40 -1.36 1.38
H: -1.51 -1.30 -0.09
H: 0.25 -1.12 -2.53
H: 0.97 0.39 -0.56
H: 2.01 -0.04 2.43

---

Which of them is the most stable? Correct choice: #d.

---

#a
Molecular formula: C4H13NOS
Method: DFT, the ωB97M-V functional and the def2-TZVPD basis

E_LUMO (eV): 0.7110
Total charge: 0
SMILES: C[C@H](N)CCS.O

Geometry (Å):
H: 0.48 -0.32 -0.51
O: 0.64 -2.09 -2.58
C: -0.87 1.13 -1.23
N: -1.41 -1.01 -0.01
H: -1.46 0.70 -2.05
H: 3.09 -0.05 2.45
H: -2.29 -0.64 -0.35
H: 0.66 0.47 3.09
H: -1.18 1.17 1.53
H: 1.08 -1.36 -3.04
C: -0.23 0.83 1.15
H: 0.02 1.50 -1.73
H: -1.48 1.99 -0.94
H: -1.12 -1.87 -0.45
H: 0.46 -0.92 2.14
C: 0.74 0.13 2.07
H: 0.19 1.83 0.94
H: 0.73 -1.83 -1.65
S: 2.40 0.23 1.34
C: -0.46 0.11 -0.18

---

#b
Molecular formula: C4H13NOS
Method: DFT, the ωB97M-V functional and the def2-TZVPD basis

E_LUMO (eV): 0.7277
Total charge: 0
SMILES: CSCCCN.O

Geometry (Å):
H: -0.32 -2.64 1.00
O: 2.89 1.99 1.44
H: 3.44 1.67 0.71
H: -1.94 -3.24 -0.53
H: 2.71 2.79 0.91
H: -0.96 0.13 -1.50
H: 0.64 -1.89 -1.22
H: 1.37 -0.96 -0.06
C: 0.07 0.06 -1.36
C: -0.60 2.03 0.72
H: -0.27 1.36 1.60
S: 0.46 1.76 -0.64
C: -0.75 -1.82 0.29
N: -1.74 -2.32 -0.78
C: 0.31 -1.18 -0.51
H: 0.72 0.07 -2.25
H: -1.30 -1.30 1.15
H: -1.75 1.90 0.58
H: -2.55 -1.55 -0.67
H: -0.43 3.14 1.10

---

Which of them is the most stable? Correct choice: #a.

---

#a
Molecular formula: C4H13NOS
Method: DFT, the ωB97M-V functional and the def2-TZVPD basis

E_LUMO (eV): -3.1977
Total charge: 0

Geometry (Å):
H: 3.69 1.92 1.62
H: -0.62 -0.60 1.13
H: 0.49 -2.95 -2.09
C: -1.43 -0.61 0.30
H: 2.10 0.58 -0.11
C: 1.13 0.13 0.14
O: 0.78 -2.20 -1.57
H: -0.37 1.44 -0.96
H: -1.71 1.44 0.90
H: 0.75 0.52 -1.94
S: 0.71 0.65 1.75
H: -2.92 0.32 1.52
C: 0.19 0.50 -1.03
H: 1.16 -0.95 0.18
H: -1.94 -1.56 0.30
H: 4.43 1.93 1.55
H: -3.05 0.80 -0.14
C: -2.33 0.58 0.66
N: -0.87 -0.49 -0.99
H: -0.22 -1.44 -1.21

---

#b
Molecular formula: C4H13NOS
Method: DFT, the ωB97M-V functional and the def2-TZVPD basis

E_LUMO (eV): 0.6455
Total charge: 0
SMILES: CN[C@H](C)CS.O

Geometry (Å):
O: 2.73 -0.54 -1.94
H: -0.12 2.42 1.43
H: 2.96 0.32 -1.88
H: 0.67 -1.73 0.79
H: -1.32 -1.11 -1.60
H: 0.24 1.42 -1.08
C: -0.57 0.36 0.57
C: -0.97 -0.05 -1.91
C: 0.38 1.36 1.47
S: -0.58 -1.35 2.82
H: -1.57 0.69 0.49
H: 2.16 -0.59 -1.11
H: -1.92 0.56 -1.88
H: -1.96 -1.78 2.67
H: 0.50 1.11 2.50
H: -1.21 -1.75 0.50
C: -0.37 -1.12 1.02
N: -0.01 0.43 -0.93
H: -0.38 -0.09 -2.78
H: 1.33 1.45 0.84

---

Which of them is the most stable? Correct choice: #b.

---

#a
Molecular formula: C4H13NOS
Method: DFT, the ωB97M-V functional and the def2-TZVPD basis

E_LUMO (eV): -0.6257
Total charge: 0
SMILES: [NH3+]CC[S-].CCO

Geometry (Å):
H: -1.81 -1.25 -0.87
H: 1.73 2.51 0.23
H: -1.92 0.14 -3.61
C: 0.32 1.21 1.19
H: -2.43 0.72 -2.02
H: -3.25 -0.63 -2.75
O: -0.09 -0.42 -1.60
S: 0.50 -1.44 1.35
H: 1.59 2.83 1.85
H: 0.44 3.33 0.81
H: 1.82 0.29 2.41
H: 0.19 -0.75 -0.71
H: 2.14 0.27 0.66
N: 1.08 2.58 1.01
C: -1.32 -1.06 -1.82
H: -0.20 1.10 0.24
H: -1.23 -2.04 -2.31
C: 1.36 0.13 1.42
C: -2.27 -0.18 -2.63
H: -0.40 1.39 1.98

---

#b
Molecular formula: C4H13NOS
Method: DFT, the ωB97M-V functional and the def2-TZVPD basis

E_LUMO (eV): 0.8162
Total charge: 0
SMILES: CNCCCS.O

Geometry (Å):
C: 0.38 -0.04 0.61
H: -1.38 -0.30 -0.58
H: -3.32 1.90 0.02
H: -0.43 2.10 -0.38
N: -1.25 1.76 0.12
H: 0.00 -2.51 3.88
H: -2.42 3.18 -0.80
H: -2.61 1.66 -1.59
C: 1.41 0.25 -0.49
H: 2.40 -0.85 -2.42
H: 0.41 -1.07 0.92
S: 1.20 -0.95 -1.83
H: 1.40 1.31 -0.75
H: -0.14 -1.28 2.95
H: 0.69 0.61 1.43
H: -1.69 0.05 1.13
C: -1.07 0.32 0.26
C: -2.46 2.12 -0.60
H: 2.38 0.08 -0.05
O: 0.41 -2.04 3.16

---

Which of them is the most stable? Correct choice: #b.

---

#a
Molecular formula: C2H5N3S
Method: DFT, the ωB97M-V functional and the def2-TZVPD basis

E_LUMO (spin up / spin down) (eV): -1.0335 / 0.1755
Total charge: 0

Geometry (Å):
C: -0.11 -0.60 -0.81
H: 0.63 0.43 1.56
S: -2.49 0.36 -0.14
H: 0.30 0.22 -1.46
H: -0.86 1.42 1.72
N: -0.90 0.02 0.20
H: -0.72 -1.26 -1.42
N: 0.45 1.96 0.20
H: 0.73 -1.14 -0.37
C: -0.19 0.91 1.02
N: 0.67 2.00 -0.93

---

#b
Molecular formula: C2H5N3S
Method: DFT, the ωB97M-V functional and the def2-TZVPD basis

E_LUMO (eV): 0.8045
Total charge: 0
SMILES: [H]/N=C/N(S)/C=N/[H]

Geometry (Å):
S: -1.49 -1.56 0.00
H: 0.44 1.47 -0.03
H: -2.52 -0.66 0.03
C: -0.46 0.94 -0.02
H: -1.58 2.43 0.16
N: 2.16 -0.11 0.03
C: 1.13 -0.87 -0.03
H: 2.96 -0.68 -0.07
H: 1.20 -1.95 -0.01
N: -1.63 1.42 -0.04
N: -0.20 -0.42 -0.02

---

Which of them is the most stable? Correct choice: #b.

---

#a
Molecular formula: CH3IO2S2
Method: DFT, the ωB97M-V functional and the def2-TZVPD basis

E_LUMO (spin up / spin down) (eV): -1.9158 / -2.0315
Total charge: 0

Geometry (Å):
C: -0.14 0.35 0.67
O: 1.03 0.10 1.41
H: -1.07 -0.10 0.97
H: -0.11 1.42 0.65
O: 5.00 -0.44 0.77
S: 4.45 -1.73 1.08
S: 1.90 -1.35 1.24
H: 0.02 -0.02 -0.33
I: 4.75 -3.18 -0.90

---

#b
Molecular formula: CH3IO2S2
Method: DFT, the ωB97M-V functional and the def2-TZVPD basis

E_LUMO (eV): -1.4670
Total charge: 0
SMILES: CO[S@](=O)(=S)I

Geometry (Å):
O: -1.33 0.78 1.11
H: -0.02 0.72 -1.37
I: -2.03 -1.57 -0.91
H: 1.81 0.57 -1.29
O: 0.76 -0.36 0.25
S: -0.69 -0.50 0.94
S: -0.41 -1.85 2.21
H: 1.06 1.54 -0.25
C: 0.84 0.67 -0.69

---

Which of them is the most stable? Correct choice: #b.